(1)
Computed, not measured: a single C20H21F3N4O2 molecule, with ωB97M-V with the def2-TZVPD basis set.

The geometry in XYZ format:
```
50
Properties=species:S:1:pos:R:3:forces:R:3
O 4.727755 -2.437021 -3.422220 0.1 0.0 -0.2
C 4.193770 -2.522633 -2.340733 0.0 -0.1 0.3
N 3.004248 -1.905158 -2.036227 -0.3 0.1 0.3
C 2.283913 -1.097149 -2.902396 0.0 0.2 -0.6
C 2.552250 -0.682926 -4.191507 0.2 -0.1 0.1
C 1.469455 0.140691 -4.518856 0.1 -0.1 0.3
N 0.610065 0.226380 -3.525353 -0.5 0.5 -0.3
N 1.096861 -0.541422 -2.541693 0.5 -0.4 -0.3
C 0.437854 -0.625486 -1.256635 -0.2 0.2 0.4
C 1.060917 0.381387 -0.267760 -0.1 0.1 -0.1
C 0.301880 1.698746 -0.328629 0.4 0.2 0.1
N -1.044266 1.491172 0.171659 0.1 0.0 -0.2
C -1.553917 2.365458 1.060021 -0.2 0.0 -0.1
O -1.001020 3.397846 1.384294 0.0 0.3 0.1
C -2.916476 2.030686 1.609873 -0.1 0.0 0.4
C -4.017508 2.687403 1.069424 0.1 -0.1 0.0
C -5.283537 2.495767 1.590722 0.0 0.0 0.0
C -5.469615 1.650794 2.673284 0.0 -0.1 0.1
C -4.385659 1.000756 3.230977 0.1 0.1 -0.1
C -3.112066 1.191396 2.703335 0.1 0.1 -0.1
C -1.997535 0.426948 3.359039 0.2 -0.5 0.2
F -0.762400 0.749218 2.958986 0.0 0.3 -0.2
F -2.112654 -0.903905 3.114117 -0.2 -0.1 -0.1
F -2.011441 0.549069 4.694070 -0.2 0.2 0.1
H -4.513948 0.346948 4.080455 0.0 0.0 0.1
H -6.454862 1.502759 3.086813 -0.1 0.0 0.0
H -6.126143 3.011741 1.156363 -0.1 0.1 0.0
H -3.864050 3.356295 0.236308 0.0 0.1 -0.1
C -1.672044 0.227035 -0.160410 -0.2 -0.4 0.0
H -2.745116 0.383042 -0.305632 0.1 -0.1 0.0
C -1.060482 -0.340209 -1.434732 -0.1 0.0 0.1
H -1.172041 0.373475 -2.251029 -0.1 -0.1 0.1
H -1.585264 -1.253843 -1.713377 0.0 0.0 0.0
H -1.544401 -0.496061 0.656518 -0.1 0.0 0.0
H 0.272453 2.067402 -1.359513 0.1 0.0 0.1
H 0.765776 2.458653 0.303556 0.0 -0.1 -0.2
H 1.011148 -0.008211 0.750334 0.0 0.0 0.1
H 2.109017 0.549717 -0.519179 0.0 -0.1 0.0
H 0.572304 -1.646707 -0.875918 0.0 0.1 -0.1
H 1.288896 0.669779 -5.432836 -0.1 0.1 -0.2
H 3.400575 -0.943557 -4.785564 0.2 -0.1 -0.1
H 2.628246 -2.020812 -1.107302 0.2 -0.1 -0.1
C 4.758096 -3.301287 -1.203312 0.0 0.0 0.0
C 5.562276 -4.531723 -1.545200 0.0 -0.1 0.0
C 6.261540 -3.312699 -1.062757 0.1 0.0 0.0
H 6.672551 -3.299565 -0.065042 -0.1 0.0 0.1
H 6.814353 -2.733352 -1.786002 0.0 0.0 -0.1
H 5.477847 -5.385539 -0.890706 0.0 0.0 0.1
H 5.643492 -4.772574 -2.593896 0.0 0.1 -0.1
H 4.167775 -3.319532 -0.295687 0.1 0.0 0.0
```
Positions in Å, forces in eV/Å.

Output
lowest unoccupied orbital energy: 0.4 eV
highest occupied orbital energy: -8.558 eV
spin multiplicity: 1
relative energy (zero: lowest compared OMol25 entry of this formula, charge and spin): 5.21 kcal/mol
frontier orbital gap: 8.938 eV
net charge: 0

These are the Löwdin partial charges, in e, on atoms 1 to 5: 0.09 -0.44 0.17 -0.23 0.00

---

(2)
Computed, not measured: a molecular structure, CH3Cl4NOP2S at a distorted geometry, with ωB97M-V with the def2-TZVPD basis set.

The geometry in XYZ format:
```
13
Properties=species:S:1:pos:R:3:forces:R:3
C 2.387703 -0.030841 -0.065383 -4.3 -0.1 0.6
N -0.446701 0.492330 0.332164 -0.8 0.4 0.5
O -2.974783 0.155270 -0.609934 -0.4 -1.2 -0.2
P -0.137302 -1.040002 0.284368 -0.9 0.0 -3.6
P -1.991614 0.965000 0.076352 0.4 0.0 -1.0
S 1.702238 -1.296108 1.103289 2.7 -0.1 1.2
Cl -1.518687 -2.333436 0.726869 -1.0 -1.0 1.4
Cl 0.212691 -1.529388 -2.035291 0.2 -0.2 -0.5
Cl -1.854311 2.626954 -0.962306 0.5 1.2 -0.2
Cl -2.553151 1.414446 1.870811 -0.7 0.8 1.9
H 1.443770 0.652081 -0.063289 2.1 -0.3 -0.3
H 2.508397 -0.434419 -1.039758 0.2 -0.5 -0.8
H 3.221746 0.358111 0.382111 2.1 1.0 1.0
```
Positions in Å, forces in eV/Å.

Output
lowest unoccupied orbital energy (alpha / beta): 0.0 / -5.1 eV
highest occupied orbital energy (alpha / beta): -6.602 / -10.190 eV
spin multiplicity: 3
relative energy (zero: lowest compared OMol25 entry of this formula, charge and spin): 0.00 kcal/mol
frontier orbital gap (alpha / beta): 6.566 / 5.082 eV
net charge: 0

These are the Löwdin partial charges, in e, on atoms 1 to 5: -0.36 -0.50 -0.43 -0.23 -0.45

---

(3)
Computed, not measured: a molecular structure, C17H8F5IrN4O9 at a distorted geometry, with ωB97M-V with the def2-TZVPD basis set.

The geometry in XYZ format:
```
44
Properties=species:S:1:pos:R:3:forces:R:3
Ir -0.213874 -0.197540 0.748105 -0.4 0.3 1.2
O 4.675991 -0.427613 4.162299 0.0 0.0 0.0
C 4.301858 -1.651137 3.833156 0.1 0.0 0.0
O 4.906228 -2.635544 4.157237 0.0 0.0 0.0
C 3.061207 -1.802611 3.002835 0.0 0.0 0.0
C 2.581991 -3.043777 2.625412 0.0 0.0 0.0
N 1.480892 -2.848335 1.888995 0.1 0.1 -0.1
N 1.205923 -1.543500 1.768751 0.0 -0.2 0.0
C 2.151685 -0.895762 2.446126 -0.1 0.0 0.0
C 2.045248 0.598498 2.485818 0.5 0.0 0.2
O 2.871590 1.264894 3.067155 -0.2 0.0 -0.1
O 1.013609 1.088167 1.846966 -0.3 -0.2 -0.3
H 4.068789 0.264366 3.811966 0.0 0.0 0.0
H 2.968057 -4.023214 2.855226 0.0 0.0 0.0
H 0.851585 -3.538001 1.509957 0.0 0.0 0.0
C -0.972613 3.336085 -0.751911 0.0 0.0 0.0
C -2.016399 2.428733 -0.215241 0.0 0.0 0.0
N -1.817039 1.229733 0.312689 0.0 0.1 -0.2
C -3.035314 0.749424 0.734460 0.1 -0.1 0.0
C -3.995493 1.664075 0.439628 0.0 0.1 0.0
N -3.330607 2.704846 -0.156733 0.0 0.0 0.1
C -5.474411 1.761874 0.620300 -0.1 0.0 0.0
O -6.074084 0.752554 1.211194 0.0 0.0 0.0
O -6.032017 2.746522 0.213733 0.0 0.0 0.0
C -3.078725 -0.562887 1.417825 -0.5 0.1 -0.1
O -4.120643 -1.036169 1.818340 0.2 0.0 0.0
O -1.902781 -1.133477 1.538960 0.5 0.1 -0.2
H 0.005162 2.873665 -0.634293 0.0 0.0 0.0
H -0.968935 4.279169 -0.205477 0.0 0.0 0.0
H -1.146206 3.554400 -1.805853 0.0 0.0 0.0
H -3.808435 3.542266 -0.465788 0.0 0.0 0.0
H -5.444322 0.034859 1.473344 0.0 0.0 0.0
F 1.990423 -1.094362 -6.437099 -0.1 0.1 0.5
C 1.644552 -0.952850 -5.179034 0.2 0.0 -0.4
C 0.367130 -1.280779 -4.749485 -1.0 0.2 2.4
F -0.515384 -1.737441 -5.589699 -0.4 -0.2 -0.6
C -0.004223 -1.123769 -3.388375 0.0 -0.6 -2.7
F -1.221873 -1.445974 -3.045429 -0.5 -0.1 0.3
C 0.883365 -0.632267 -2.407387 -0.4 0.1 1.2
O 0.551394 -0.485649 -1.183421 0.5 -0.2 -1.6
C 2.173395 -0.311625 -2.882671 1.4 0.0 -2.4
F 3.066603 0.148439 -2.051467 0.2 0.2 0.4
C 2.548871 -0.469150 -4.242268 -0.5 0.4 2.5
F 3.757829 -0.149137 -4.598850 0.7 0.2 -0.3
```
Positions in Å, forces in eV/Å.

Output
lowest unoccupied orbital energy (alpha / beta): -3.4 / -7.4 eV
highest occupied orbital energy (alpha / beta): -12.464 / -13.119 eV
spin multiplicity: 6
frontier orbital gap (alpha / beta): 9.089 / 5.741 eV
net charge: +1

These are the Löwdin partial charges, in e, on atoms 1 to 5: 1.75 0.16 -0.49 0.14 -0.02

---

Number 1: calculated total energy -39289.2623 eV. Number 2: calculated total energy -84125.1058 eV. Number 3: calculated total energy -58562.8574 eV.